No. 1
The following is a quantum chemistry calculation of a molecular structure, C7H10ClNPt, from the Open Molecules 2025 dataset.

Structure (XYZ):
```
20
C7H10ClNPt | the Open Molecules 2025 dataset | the ωB97M-V functional and the def2-TZVPD basis
C 1.03679 -0.59858 -1.29819
C -0.36821 -0.96729 -1.35125
C -0.68311 -1.67112 -0.10780
C 0.53776 -1.69638 0.68785
C 1.58818 -1.13667 -0.09465
Pt -0.32310 0.45709 0.36812
N 2.81717 0.04818 2.21297
C -0.91126 2.09945 -0.44026
C -2.10953 1.25931 -0.47503
H -1.64554 -2.08471 0.17379
H -1.06089 -0.78326 -2.16563
H 0.63609 -2.16280 1.65958
H 2.63894 -1.14378 0.17026
H 1.60491 -0.14987 -2.10752
H -2.40163 0.82022 -1.43578
H -0.87853 2.92452 0.28812
H 3.57426 0.74652 2.36848
H -2.88092 1.38397 0.28445
H -0.49231 2.28747 -1.43590
Cl -0.67907 0.36774 2.69838
```

Summary:
- total charge = 0
- LUMO level (spin up / spin down) (eV) = 0.51 / -1.67
- multiplicity = 5
- Kohn-Sham gap (spin up / spin down) (eV) = 6.7998 / 7.0000



No. 2
The following is a quantum chemistry calculation of 2 unconnected molecules or ions with the total composition C7H10F2N2O4, from the Open Molecules 2025 dataset.

Structure (XYZ):
```
25
C7H10F2N2O4 | the Open Molecules 2025 dataset | the ωB97M-V functional and the def2-TZVPD basis
C -1.18553 1.17595 1.07227
C 1.51253 -0.03493 -1.34028
C 2.01413 0.40355 0.74136
C 1.16479 -0.59670 0.06190
C 2.54457 0.87350 -0.61164
C -2.53136 1.75069 0.76621
C -1.94402 -1.66766 -0.97908
N -0.90257 -0.05642 0.44661
N 1.05982 -1.92794 0.57698
O 1.21398 -2.86369 -0.19515
O -0.47013 1.53939 2.02236
O 0.80830 -2.02224 1.77754
O -1.65406 -0.24388 -0.68634
F 2.55053 2.19770 -0.87863
F 3.80651 0.50873 -0.84887
H 2.02642 -0.76100 -1.83163
H 0.73763 0.48967 -1.96459
H 1.26677 1.16426 1.29814
H 2.75268 0.25282 1.44502
H -2.84801 1.96189 -0.21647
H -3.30463 0.99293 1.13457
H -2.65081 2.65662 1.37152
H -2.52743 -2.04436 -0.09866
H -0.93751 -2.14114 -1.03227
H -2.50261 -1.60774 -2.03087
```

Summary:
- total charge = 0
- LUMO level (spin up / spin down) (eV) = -1.74 / -1.74
- Kohn-Sham gap (spin up / spin down) (eV) = 7.4972 / 7.4982



No. 3
The following is a quantum chemistry calculation of 2 unconnected molecules or ions with the total composition C7H10F4NO, from the Open Molecules 2025 dataset.

Structure (XYZ):
```
23
C7H10F4NO | the Open Molecules 2025 dataset | the ωB97M-V functional and the def2-TZVPD basis
C 1.31338 0.78807 0.96722
C 2.57145 0.01303 1.25663
C 1.06435 -0.20234 -1.15453
C 2.03134 -1.27958 -0.59679
C -2.50424 0.58989 -0.59493
C -1.77629 1.58440 0.19681
C -2.50183 -0.80834 0.04296
N 0.67891 0.66596 -0.10693
O 3.04337 -0.64227 0.12828
F -1.55098 2.74470 -0.33666
F -2.50457 -1.75382 -0.89247
F -3.54441 -0.99932 0.83644
F -1.39693 -1.00975 0.78628
H 0.95624 1.44883 1.74404
H 3.36998 0.66675 1.62030
H 2.30185 -0.68842 2.06884
H 1.55348 0.38971 -1.93529
H 0.18348 -0.68217 -1.58469
H 1.46234 -1.97302 0.03554
H 2.51441 -1.81664 -1.41082
H -3.55780 0.90212 -0.71668
H -2.10188 0.53548 -1.61702
H -1.60564 1.52672 1.26346
```

Summary:
- total charge = +1
- LUMO level (spin up / spin down) (eV) = -6.51 / -6.50
- Kohn-Sham gap (spin up / spin down) (eV) = 6.6621 / 6.6634



No. 4
The following is a quantum chemistry calculation of a molecular structure, C7H10FN, from the Open Molecules 2025 dataset.

Structure (XYZ):
```
19
C7H10FN | the Open Molecules 2025 dataset | the ωB97M-V functional and the def2-TZVPD basis
C 2.46262 -1.56076 2.06311
C 0.72194 -0.54969 -0.01748
C 1.24770 -0.93964 1.83721
C -1.59527 -0.56185 -0.20977
C -0.11542 0.59242 -2.01152
C -0.48870 1.57919 0.37639
C -0.36039 0.33229 -0.51606
N 3.52745 -1.97533 2.26054
F 0.23485 -1.18397 2.61788
H 1.67370 -0.67885 -0.52789
H -1.12563 -1.58993 0.01116
H -2.24091 -0.27794 0.59967
H -2.28343 -0.66509 -1.15071
H -1.00591 1.09608 -2.59323
H 0.85299 1.23865 -2.02867
H -0.02531 -0.48539 -2.37609
H -1.31183 2.22591 0.07484
H -0.55070 1.15414 1.35308
H 0.38226 2.24977 0.23753
```

Summary:
- total charge = 0
- LUMO level (spin up / spin down) (eV) = 0.69 / -1.50
- multiplicity = 3
- Kohn-Sham gap (spin up / spin down) (eV) = 8.8880 / 9.7350



No. 5
The following is a quantum chemistry calculation of 2 unconnected molecules or ions with the total composition C7H10INS, from the Open Molecules 2025 dataset.

Structure (XYZ):
```
20
C7H10INS | the Open Molecules 2025 dataset | the ωB97M-V functional and the def2-TZVPD basis
C -1.05429 1.58047 -0.34555
C -0.82330 0.27139 0.19668
C -0.19493 -0.73059 -0.42254
C 1.49317 -2.34981 1.09086
C -1.25276 0.09127 1.63443
C 1.64923 -3.52041 0.22251
C -0.38244 3.30231 -1.79716
N -0.33513 1.94077 -1.32704
S 2.03816 -1.79795 2.41981
I 0.79894 -0.69600 -2.20190
H -1.85584 2.26569 0.06460
H -2.34913 0.40033 1.92044
H -1.04237 -0.81371 2.04931
H -0.70267 0.91391 2.25822
H 2.56145 -3.72484 -0.25118
H 1.38047 -4.48573 0.71427
H 1.07286 -3.43623 -0.73272
H -0.82522 3.32557 -2.67434
H 0.75588 3.56436 -1.75692
H -0.93210 3.89920 -1.06177
```

Summary:
- total charge = 0
- LUMO level (spin up / spin down) (eV) = -0.18 / -0.66
- Kohn-Sham gap (spin up / spin down) (eV) = 7.7849 / 6.6784



No. 6
The following is a quantum chemistry calculation of a molecular structure, C7H10IrN2O2, from the Open Molecules 2025 dataset.

Structure (XYZ):
```
22
C7H10IrN2O2 | the Open Molecules 2025 dataset | the ωB97M-V functional and the def2-TZVPD basis
C 1.78847 0.45908 -0.57249
C 1.06721 1.65549 -1.06757
C 0.64633 1.38351 -2.50145
C 1.20804 0.02940 -2.88179
C 1.89503 -0.49613 -1.66176
Ir -0.19586 0.10072 -1.38254
N -0.43514 -0.75703 2.31422
C -0.68573 -0.32845 3.57559
C -0.89310 0.23528 1.34584
H 0.12795 2.04833 -3.10931
H 0.96539 2.56122 -0.50582
H 1.06608 -0.46192 -3.79243
H 2.39559 -1.43022 -1.55091
H 2.26867 0.39563 0.38427
H -0.53193 1.34440 1.51630
H -0.06451 0.51349 3.85612
H -0.24158 -1.75812 2.16275
H -2.00053 0.21549 1.31118
H -1.80992 -0.44487 3.85074
O -2.79104 -2.53927 -0.01359
N -2.03492 -1.58528 -0.05073
O -1.74449 -1.14078 -1.22663
```

Summary:
- total charge = 0
- LUMO level (spin up / spin down) (eV) = 0.61 / -2.25
- multiplicity = 6
- Kohn-Sham gap (spin up / spin down) (eV) = 7.0147 / 6.5074



No. 7
The following is a quantum chemistry calculation of a molecular structure, C7H10MoNOS2SbSe4, from the Open Molecules 2025 dataset.

Structure (XYZ):
```
27
C7H10MoNOS2SbSe4 | the Open Molecules 2025 dataset | the ωB97M-V functional and the def2-TZVPD basis
Mo 0.37292 -0.57778 0.49581
O 0.17677 1.39682 0.66144
N -0.51982 2.09877 -0.26037
C -0.37033 3.45378 -0.15810
C -1.06673 4.27339 -0.98672
C -1.80913 3.68941 -2.02579
C -1.86843 2.31106 -2.12579
C -1.24379 1.46315 -1.19045
S -1.34979 -0.25912 -1.13577
H 0.28379 3.75541 0.62422
H -0.97598 5.34555 -0.87309
H -2.37140 4.29943 -2.74119
H -2.48943 1.86355 -2.88296
Se 4.12300 2.14618 1.96415
Sb 3.64075 -0.04805 2.62775
Se 2.25116 -0.87553 -0.56695
Se 1.25182 -0.69674 3.10630
Se 5.01043 -1.91390 2.38660
C 0.79186 -3.81063 1.18534
S -0.62333 -2.71339 1.02908
C -1.46645 -3.22064 -0.49942
H 1.35525 -3.83993 0.27833
H 0.43598 -4.84438 1.36766
H 1.44584 -3.41001 1.97056
H -1.79684 -4.24481 -0.36788
H -0.82443 -3.02278 -1.28203
H -2.36368 -2.61881 -0.60073
```

Summary:
- total charge = +1
- LUMO level (spin up / spin down) (eV) = -5.24 / -5.25
- multiplicity = 2
- Kohn-Sham gap (spin up / spin down) (eV) = 5.8354 / 5.8219



No. 8
The following is a quantum chemistry calculation of a gas-phase ion, C7H10N (charge +1), from the Open Molecules 2025 dataset.

Structure (XYZ):
```
18
C7H10N | the Open Molecules 2025 dataset | the ωB97M-V functional and the def2-TZVPD basis
C -1.24574 -0.76860 0.86784
C -0.16661 -1.38723 0.17570
C -1.82807 0.36736 0.90240
C 1.27796 1.58523 -0.51092
C 0.77615 -0.77906 -0.57702
C -2.17007 1.66957 1.26503
C 1.75479 -1.70793 -1.38616
N 0.91548 0.45815 -0.94506
H -1.58361 -1.52285 1.63471
H 0.02659 -2.47375 0.19919
H 1.88056 1.79145 0.36837
H 0.97885 2.48991 -1.10339
H -1.29893 2.18687 1.77011
H -3.02259 1.29233 1.95142
H -2.75340 2.29924 0.54916
H 2.22456 -2.20666 -0.47019
H 2.40465 -1.18240 -1.99205
H 1.28017 -2.50895 -1.80753
```

Summary:
- total charge = +1
- LUMO level (eV) = -5.46
- Kohn-Sham gap (eV) = 7.0292



No. 9
The following is a quantum chemistry calculation of a gas-phase ion, C7H10N (charge +1), from the Open Molecules 2025 dataset.

Structure (XYZ):
```
18
C7H10N | the Open Molecules 2025 dataset | the ωB97M-V functional and the def2-TZVPD basis
C 1.93841 -0.06595 0.05354
C 2.87102 0.74683 -0.20504
C 1.43730 -1.48962 0.14281
C -0.22124 0.15013 1.56642
C -0.60485 0.25509 0.13069
C -1.54945 -0.59841 -0.61651
C -0.48236 1.54474 -0.63906
N 0.65424 -0.31079 0.52452
H 1.07111 -2.00820 -0.78889
H 2.05022 -2.02425 0.76504
H 0.28984 1.02354 2.02671
H -0.78549 -0.45833 2.26957
H -2.12783 -1.13022 0.09420
H -1.02352 -1.23478 -1.27934
H -2.31731 0.03986 -1.19122
H -0.64305 1.25001 -1.69333
H 0.51152 1.93554 -0.57515
H -1.06857 2.37482 -0.58498
```

Summary:
- total charge = +1
- LUMO level (eV) = -5.98
- Kohn-Sham gap (eV) = 9.5637



No. 10
The following is a quantum chemistry calculation of a gas-phase ion, C7H10N (charge +1), from the Open Molecules 2025 dataset.

Structure (XYZ):
```
18
C7H10N | the Open Molecules 2025 dataset | the ωB97M-V functional and the def2-TZVPD basis
C 2.06411 -0.71119 -0.33509
C 3.06800 -0.59966 0.43031
C 2.71342 0.74950 0.48846
C -0.05521 -0.44286 -1.56108
C -0.39830 -0.26227 -0.12942
C -1.01237 1.03852 0.29360
C -0.32192 -1.43520 0.83944
N 0.99070 -0.13141 -0.68098
H 2.24294 1.13893 1.48748
H 3.20742 1.45290 -0.17852
H 0.20615 -1.35668 -2.03925
H -0.36793 0.48326 -2.18991
H -1.58473 0.98096 1.23022
H -1.75657 1.28998 -0.37508
H -0.35823 1.88994 0.45766
H -1.27559 -2.05585 0.83321
H -0.08371 -1.21385 1.81079
H 0.51541 -1.98454 0.43528
```

Summary:
- total charge = +1
- LUMO level (eV) = -5.68
- Kohn-Sham gap (eV) = 8.7484



No. 11
The following is a quantum chemistry calculation of a molecular structure, C7H10N2, from the Open Molecules 2025 dataset.

Structure (XYZ):
```
19
C7H10N2 | the Open Molecules 2025 dataset | the ωB97M-V functional and the def2-TZVPD basis
C 0.61018 -1.82750 -0.74929
C -0.53459 -0.10378 0.48993
C -1.77204 0.51687 0.63396
C -2.96463 0.31658 -0.20361
C 0.75187 0.55584 0.05782
C 2.10645 0.38259 0.61816
C 0.41569 2.03175 -0.28134
H -0.33131 -2.59571 -0.18315
H 1.02652 -2.20351 -1.90524
H 1.78441 -1.64334 0.02064
H -0.40035 -0.90246 1.12626
H -1.79922 1.58495 1.57813
H -3.82489 0.81466 0.11674
H -3.07262 -0.37341 -1.29357
H 2.38740 -0.37503 1.32926
H 2.76080 1.36928 0.88318
H 2.60914 -0.02981 -0.51387
N -0.16192 -0.48762 -0.74275
N 0.40909 2.96965 -0.98129
```

Summary:
- total charge = 0
- LUMO level (eV) = 0.60
- Kohn-Sham gap (eV) = 9.8080



No. 12
The following is a quantum chemistry calculation of a single C7H10N2 molecule, from the Open Molecules 2025 dataset.

Structure (XYZ):
```
19
C7H10N2 | the Open Molecules 2025 dataset | the ωB97M-V functional and the def2-TZVPD basis
C 1.32770 1.39657 0.23069
C 0.73138 0.03089 0.10014
C 1.67967 -0.91551 -0.67212
C 0.01119 -0.53276 1.28910
C -1.22602 -0.59508 0.50236
C -2.54382 -0.64120 0.30837
N -2.90661 0.04691 -0.84294
C -1.79173 0.54122 -1.26112
N -0.69000 0.11874 -0.55113
H 1.47292 1.85016 -0.76306
H 2.25174 1.30062 0.76803
H 0.62605 1.99440 0.72847
H 1.81067 -0.62330 -1.79332
H 1.27206 -1.86632 -0.31298
H 2.70405 -0.67634 -0.23277
H -0.28328 0.18566 2.13441
H 0.55386 -1.50467 1.58457
H -3.22915 -1.28434 0.84892
H -1.77068 1.17435 -2.06562
```

Summary:
- total charge = 0
- LUMO level (eV) = 0.73
- SMILES string = CC1(C)Cc2cncn21
- Kohn-Sham gap (eV) = 9.1893



no.,energy (Eh)
1,-906.72832
2,-882.64597
3,-801.83947
4,-427.10241
5,-1023.12000
6,-636.55940
7,-11113.05234
8,-327.04428
9,-326.93213
10,-326.93996
11,-381.88962
12,-382.15279